(1)
{"formula": "C39H78N3O9P2S", "method": "wB97M-V/def2-TZVPD", "e_above_lowest_kj_mol": 0.00, "energy_ha": -3454.85389, "charge": 1, "gap_ev": 8.11, "fmax_ev_per_a": 2.670, "species": ["H", "C", "O", "C", "O", "H", "H", "H", "C", "C", "C", "C", "H", "O", "C", "H", "O", "H", "C", "H", "H", "H", "H", "C", "C", "H", "H", "H", "H", "H", "H", "C", "C", "H", "H", "H", "H", "C", "H", "H", "H", "H", "C", "H", "H", "H", "H", "H", "C", "O", "H", "H", "N", "N", "H", "H", "C", "H", "S", "H", "C", "H", "H", "H", "H", "O", "H", "C", "C", "N", "H", "C", "H", "H", "H", "C", "C", "H", "C", "C", "P", "C", "H", "H", "C", "O", "H", "H", "C", "C", "C", "C", "H", "H", "C", "C", "H", "H", "O", "C", "O", "H", "C", "H", "H", "H", "H", "H", "C", "H", "H", "H", "H", "H", "H", "H", "H", "H", "C", "P", "H", "C", "H", "C", "H", "H", "H", "H", "H", "C", "H", "H"], "xyz": [[4.190, -0.349, 1.739], [1.965, -2.014, 2.640], [-2.602, 0.380, -9.750], [3.521, -2.286, 2.575], [2.837, -3.609, -1.185], [2.095, 4.451, -1.661], [0.808, -2.138, -6.814], [-0.945, 0.037, -1.470], [-5.228, 0.908, 2.223], [-0.768, 3.404, -2.833], [0.047, 3.045, 9.993], [1.312, -0.180, 1.196], [1.400, -6.343, 2.200], [-0.450, 1.455, 3.653], [-0.549, -0.875, -9.878], [-5.234, 1.521, 1.307], [0.543, 3.300, 7.646], [-0.996, 0.374, 1.546], [-2.549, 0.325, -2.813], [-7.347, 0.318, 2.143], [5.982, -1.261, 1.401], [2.544, 1.361, 1.315], [-0.138, -1.748, -5.389], [-0.239, -2.673, -2.055], [-0.092, -3.160, -0.593], [-0.689, 3.279, 5.594], [0.817, 0.650, 7.614], [-0.210, -0.687, -6.810], [-5.417, 1.519, 3.112], [1.015, -0.197, 3.121], [-0.181, 1.170, 4.538], [-3.345, -0.220, -3.806], [0.835, 1.105, 8.607], [1.941, -1.708, -4.150], [-2.353, -1.207, -10.997], [-6.223, -1.016, 2.674], [1.581, 4.148, 3.627], [-3.824, 0.231, 2.253], [-1.446, 3.918, -3.525], [-1.389, 2.961, -2.031], [1.901, 2.532, 2.974], [-0.773, 4.690, 4.525], [0.022, 2.391, 8.621], [-2.677, -1.911, 1.498], [0.398, -4.140, -0.667], [-3.124, 0.828, 2.857], [1.593, 2.974, -2.471], [3.045, -0.539, -1.929], [4.509, -0.305, 3.931], [5.751, -1.515, 2.301], [2.689, -4.521, 1.293], [0.876, 0.948, -1.178], [1.844, 0.902, 0.739], [1.734, -0.566, 2.476], [-0.802, 1.392, -11.461], [-1.990, -3.330, -3.922], [-2.268, -1.167, 0.794], [-4.104, 0.415, -4.257], [-0.271, -1.813, 4.914], [-0.470, 3.170, 2.546], [0.922, -5.394, 1.956], [-0.781, -1.142, 2.356], [1.638, 3.531, 0.378], [-0.161, -5.275, 2.037], [0.448, 0.384, 9.328], [0.115, 4.341, -2.247], [-4.166, -0.384, 0.251], [-3.122, -1.541, -4.164], [-6.355, -0.139, 2.029], [0.291, -0.854, 0.456], [-2.679, 1.345, -2.454], [1.664, -4.342, 1.613], [-0.364, 2.381, 10.755], [-1.009, 2.176, 8.335], [4.774, 0.756, 3.813], [-3.301, 0.001, 0.814], [1.332, 3.090, 3.721], [3.828, -2.860, 3.469], [-0.901, -0.707, 1.352], [-1.356, 0.515, -11.809], [1.485, -2.472, 4.397], [1.272, 3.731, -1.726], [3.692, -3.897, -0.840], [-6.328, -0.494, 0.986], [4.417, -1.023, 2.578], [0.562, -3.113, -2.865], [0.487, 1.326, -5.349], [2.499, -1.981, 5.253], [-1.548, -0.442, -2.242], [-1.317, -1.756, -2.596], [-2.142, -2.307, -3.583], [-0.956, 3.617, 4.591], [-3.961, -0.724, 2.786], [2.473, 1.651, -1.077], [1.010, 3.005, -0.355], [-0.162, 2.857, 3.546], [5.287, -0.775, 4.541], [-0.056, 3.050, -0.115], [2.296, -1.140, -1.845], [1.126, 0.645, -4.782], [2.464, -1.356, -4.883], [-2.264, -1.643, -0.187], [0.448, -1.310, -6.202], [-2.237, 0.882, -12.336], [-3.750, -1.951, -4.955], [0.559, 0.265, -3.925], [1.883, 1.308, 8.847], [2.215, -0.116, -6.474], [1.518, 1.550, -0.533], [1.455, 3.501, 7.886], [3.838, -2.870, 1.712], [0.114, -3.033, 2.193], [-1.064, -3.380, -0.118], [-0.532, 3.969, 9.987], [-0.263, 2.604, -3.397], [0.032, -0.043, -9.467], [0.102, -1.466, -10.526], [-0.730, -0.033, -12.515], [1.615, -0.506, -5.650], [2.471, -2.144, -0.563], [-2.094, 1.130, -9.424], [1.102, -2.930, 1.705], [1.559, -3.878, 4.464], [0.775, -2.247, 0.318], [1.665, 2.740, 4.702], [1.973, 1.210, -4.384], [-0.858, -1.495, -9.036], [1.069, 3.309, 10.277], [-2.025, 3.437, 4.466], [-1.764, -0.363, -10.636], [3.539, -0.320, 4.443], [-2.877, 0.912, 0.374]], "lowdin_charge": [0.1141, -0.5154, -0.0584, -0.1550, -0.2103, 0.1329, 0.0885, 0.0895, -0.2492, -0.0943, -0.0590, -0.3068, 0.0782, -0.1032, -0.0709, 0.1017, -0.0747, 0.1144, -0.0749, 0.0722, 0.0911, 0.1600, 0.0625, -0.2969, -0.0536, 0.0627, 0.0613, 0.0703, 0.1009, 0.0780, 0.0591, -0.0538, -0.0602, 0.0407, 0.1388, 0.0713, 0.0913, -0.2097, 0.1038, 0.0710, 0.0415, 0.0923, -0.4924, 0.1171, 0.1193, 0.0986, 0.1020, 0.0661, -0.0372, -0.0506, 0.0977, 0.1009, 0.1858, 0.0862, 0.0807, 0.1309, -0.1561, 0.1151, 0.2347, 0.1288, 0.0513, 0.0542, 0.1121, 0.0835, 0.0842, -0.1706, 0.1106, -0.0672, -0.1112, 0.0057, 0.0922, -0.1730, 0.0838, 0.1390, 0.0845, -0.1904, -0.0443, 0.1140, -0.1364, -0.0644, 0.4776, -0.2098, 0.0701, 0.0651, -0.4162, 0.0943, 0.0830, -0.0006, -0.0771, -0.1576, -0.0308, -0.0395, 0.1071, 0.1300, -0.1064, -0.4694, 0.0953, 0.1117, -0.2456, -0.0662, -0.0560, 0.0794, -0.0441, 0.0804, 0.1180, 0.0578, 0.0828, 0.1401, -0.1424, 0.0893, 0.0686, 0.1116, 0.1271, 0.0824, 0.0709, 0.0787, 0.0829, 0.0808, -0.4721, 0.9560, 0.0821, -0.2724, 0.0110, -0.4043, 0.0850, 0.0745, 0.0668, 0.0836, 0.0843, -0.4970, 0.0419, 0.1102]}

=====

(2)
{"formula": "C3H9ClO2SSi", "method": "wB97M-V/def2-TZVPD", "e_above_lowest_kj_mol": 57.65, "energy_ha": -1418.08002, "gap_ev": 10.26, "fmax_ev_per_a": 3.503, "species": ["O", "C", "H", "S", "H", "C", "H", "O", "H", "Cl", "H", "Si", "H", "C", "H", "H", "H"], "xyz": [[-3.462, -0.622, 0.820], [-0.407, -1.038, -1.010], [-1.307, -0.985, 2.130], [-3.454, -0.235, -0.560], [-0.652, 0.413, 2.725], [-0.521, -0.308, 1.951], [0.341, -0.881, 2.314], [-4.644, 0.448, -0.965], [0.857, 1.869, -1.234], [-1.982, 1.803, -0.283], [0.488, -1.584, -0.735], [-0.494, 0.328, 0.164], [0.924, 2.430, 0.431], [0.976, 1.467, -0.153], [-1.133, -1.838, -0.581], [1.831, 0.945, 0.146], [-0.476, -0.883, -2.181]], "lowdin_charge": [-0.4455, -0.2516, -0.0040, 0.6469, 0.0270, -0.1749, 0.0469, -0.4356, 0.0634, 0.3783, 0.0287, 0.1703, 0.0421, -0.2431, 0.0541, -0.0041, 0.1010]}

=====

Repeat the second record exactly.
{"formula": "C3H9ClO2SSi", "method": "wB97M-V/def2-TZVPD", "e_above_lowest_kj_mol": 57.65, "energy_ha": -1418.08002, "gap_ev": 10.26, "fmax_ev_per_a": 3.503, "species": ["O", "C", "H", "S", "H", "C", "H", "O", "H", "Cl", "H", "Si", "H", "C", "H", "H", "H"], "xyz": [[-3.462, -0.622, 0.820], [-0.407, -1.038, -1.010], [-1.307, -0.985, 2.130], [-3.454, -0.235, -0.560], [-0.652, 0.413, 2.725], [-0.521, -0.308, 1.951], [0.341, -0.881, 2.314], [-4.644, 0.448, -0.965], [0.857, 1.869, -1.234], [-1.982, 1.803, -0.283], [0.488, -1.584, -0.735], [-0.494, 0.328, 0.164], [0.924, 2.430, 0.431], [0.976, 1.467, -0.153], [-1.133, -1.838, -0.581], [1.831, 0.945, 0.146], [-0.476, -0.883, -2.181]], "lowdin_charge": [-0.4455, -0.2516, -0.0040, 0.6469, 0.0270, -0.1749, 0.0469, -0.4356, 0.0634, 0.3783, 0.0287, 0.1703, 0.0421, -0.2431, 0.0541, -0.0041, 0.1010]}